--- w ---
Computed, not measured: the molecule C17H17ClN2O, with the ωB97M-V functional and the def2-TZVPD basis.

Output
E_HOMO ... -8.218 eV
Frontier orbital gap ... 8.8 eV
LUMO ... 0.56 eV

CARTESIAN COORDINATES (ANGSTROEM)
O  -0.44967  -2.34682  1.19005
C  0.39559  -1.57163  0.79292
N  1.01605  -0.68164  1.62628
C  0.59221  -0.58210  3.00923
C  0.13693  0.87111  3.18533
H  -0.94240  0.94887  3.05831
H  0.39052  1.24992  4.17318
C  0.85763  1.65757  2.06847
C  -0.10905  2.39723  1.18096
C  -1.08277  1.70517  0.46759
C  -1.96198  2.38033  -0.35853
C  -1.88465  3.75782  -0.48043
C  -0.92165  4.45495  0.22740
C  -0.03852  3.77728  1.05041
H  0.71299  4.32771  1.59900
H  -0.85586  5.52945  0.13896
H  -2.57319  4.28478  -1.12401
H  -2.71045  1.82867  -0.90797
H  -1.15777  0.63113  0.55715
C  1.63064  0.57654  1.27008
H  1.57433  0.78161  0.20077
H  2.68405  0.56302  1.57540
H  1.56403  2.37355  2.49393
H  1.44897  -0.80347  3.65495
H  -0.19610  -1.30955  3.19793
N  0.86955  -1.54149  -0.50382
C  0.42449  -2.27788  -1.59788
C  1.13394  -2.15965  -2.79368
C  0.73655  -2.84696  -3.92298
C  -0.38219  -3.66194  -3.86425
C  -1.09840  -3.78940  -2.68564
C  -0.69922  -3.10047  -1.55653
H  -1.24730  -3.20290  -0.63540
H  -1.96766  -4.42675  -2.64891
Cl  -0.88491  -4.52634  -5.27726
H  1.29080  -2.75162  -4.84338
H  2.00655  -1.52278  -2.83903
H  1.69795  -0.99331  -0.67858

---

--- x ---
Computed, not measured: the molecule C17H17ClN2O, with the ωB97M-V functional and the def2-TZVPD basis.

Output
E_HOMO ... -8.229 eV
Frontier orbital gap ... 8.9 eV
LUMO ... 0.63 eV

CARTESIAN COORDINATES (ANGSTROEM)
C  1.86520  3.56424  -0.40177
C  0.99032  2.34999  -0.68119
C  0.30031  1.86919  0.59584
N  -0.54114  0.70598  0.36999
C  -1.83631  0.93856  -0.00211
O  -2.22444  2.06604  -0.25147
C  -2.70397  -0.24959  -0.10184
C  -4.06197  -0.10024  -0.35699
C  -4.87401  -1.20867  -0.49480
C  -4.32388  -2.47887  -0.38989
C  -2.97648  -2.64463  -0.13574
C  -2.15470  -1.53032  0.02012
N  -0.80053  -1.64946  0.21766
H  -0.45631  -2.57399  0.43109
C  -0.06343  -0.57986  0.84753
C  1.40294  -0.76759  0.51438
C  1.77518  -0.98636  -0.80704
C  3.10425  -1.15723  -1.14508
C  4.06973  -1.10768  -0.15058
C  3.71488  -0.89763  1.17219
C  2.38036  -0.73099  1.49806
H  2.10146  -0.57092  2.52983
H  4.47437  -0.86574  1.93720
Cl  5.73361  -1.31612  -0.56452
H  3.39347  -1.32422  -2.17059
H  1.01100  -1.02250  -1.56857
H  -0.18314  -0.61161  1.95823
H  -2.54969  -3.63440  -0.05441
H  -4.95323  -3.34947  -0.50324
H  -5.92859  -1.09014  -0.68962
H  -4.45285  0.90172  -0.44750
H  1.04111  1.62783  1.36112
H  -0.34644  2.67193  0.96438
H  1.60028  1.54440  -1.09409
H  0.22010  2.60608  -1.40939
H  1.26810  4.37920  0.00003
H  2.64210  3.31680  0.31921
H  2.34236  3.90626  -1.31645

---

The computed energies, referenced to the most stable structure and given in kJ/mol, are w 5.2; x 0.0.

---

--- w ---
Computed, not measured: a cluster of 2 separate species, C6H13N3 in total, with the ωB97M-V functional and the def2-TZVPD basis.

Output
E_HOMO ... -8.362 eV
Frontier orbital gap ... 9.0 eV
LUMO ... 0.66 eV

CARTESIAN COORDINATES (ANGSTROEM)
C  -0.25707  1.33279  -1.47492
N  -0.22837  1.16548  -0.04215
C  -1.39568  1.03568  0.67488
C  -2.60578  0.79686  0.19039
H  0.48681  1.71543  0.41256
H  -1.24413  1.09972  1.74556
H  -0.84908  0.53335  -1.91752
H  0.76333  1.26433  -1.85082
H  -0.69077  2.29364  -1.78242
H  -2.82015  0.73768  -0.86024
H  -3.43573  0.64138  0.85559
C  -0.09452  -1.86619  0.23070
C  1.14009  -1.02378  0.08586
C  1.72974  -0.49835  1.34217
N  1.80452  -0.83234  -0.97631
N  2.93010  -0.16639  1.51324
H  1.40008  -1.25287  -1.81260
H  3.48786  -0.24731  0.66137
H  1.06856  -0.44604  2.20296
H  0.20837  -2.89682  0.41180
H  -0.70576  -1.54290  1.06782
H  -0.69242  -1.84338  -0.67792

---

--- x ---
Computed, not measured: a cluster of 2 separate species, C6H13N3 in total, with the ωB97M-V functional and the def2-TZVPD basis.

Output
E_HOMO ... -8.251 eV
Frontier orbital gap ... 9.1 eV
LUMO ... 0.83 eV

CARTESIAN COORDINATES (ANGSTROEM)
C  -0.42158  1.17573  -0.62483
C  -2.71677  0.82462  0.95957
C  -0.49379  -1.29005  -1.14938
C  3.67162  -0.37722  -0.14178
C  -2.17119  -0.39706  0.30097
C  -0.96678  -0.03542  -0.45374
N  -0.02677  2.31838  -0.85770
N  2.81050  0.33630  0.77025
N  1.74712  -0.34696  0.96169
H  -3.85775  0.71580  0.86740
H  -2.55690  1.72657  0.42190
H  -2.33552  1.02446  1.91872
H  -0.41238  -2.16984  -0.52903
H  -1.14865  -1.54814  -1.95064
H  0.54824  -1.13159  -1.59116
H  4.53835  -0.54589  0.35976
H  3.01709  -1.30101  -0.40498
H  3.93155  0.24622  -0.98999
H  -1.89927  -1.21404  0.93493
H  -2.86583  -0.91587  -0.36467
H  0.48127  2.75542  -0.06252
H  1.12745  0.14959  1.62522

---

--- y ---
Computed, not measured: the molecule C6H13N3, with the ωB97M-V functional and the def2-TZVPD basis.

Output
E_HOMO ... -7.709 eV
Frontier orbital gap ... 8.6 eV
LUMO ... 0.86 eV

CARTESIAN COORDINATES (ANGSTROEM)
C  -0.39541  -0.00269  2.25917
C  1.73115  1.06287  -0.34623
C  -1.04566  -1.35387  -1.33270
C  -0.57867  -0.09090  0.76497
C  0.32966  1.64642  -0.40846
C  -0.59572  -1.27394  0.10922
N  0.17923  2.80129  -1.12839
N  -0.23271  -2.48194  0.70533
N  -0.74135  1.10876  0.10873
H  0.81358  2.93151  -1.90661
H  -0.79259  2.97633  -1.36158
H  -0.93488  -3.19100  0.49577
H  0.60203  -2.82881  0.22681
H  0.33019  -0.73055  2.63380
H  -0.04854  0.99120  2.56126
H  -1.35721  -0.18063  2.75420
H  2.47387  1.85742  -0.46581
H  1.92575  0.56551  0.60656
H  1.85581  0.34512  -1.16251
H  -0.18723  -1.35982  -2.00967
H  -1.62551  -2.26909  -1.49763
H  -1.70578  -0.52319  -1.60620

---

The computed energies, referenced to the most stable structure and given in kJ/mol, are w 116.2; x 334.6; y 0.0.

---

--- w ---
Computed, not measured: a cluster of 2 separate species, C4H12OS2 in total, with the ωB97M-V functional and the def2-TZVPD basis.

Output
E_HOMO ... -8.782 eV
Frontier orbital gap ... 9.4 eV
LUMO ... 0.61 eV

CARTESIAN COORDINATES (ANGSTROEM)
C  -0.43176  -0.44269  -1.36084
C  -0.63294  -1.87942  -0.81272
C  0.97420  0.09359  -1.19068
S  1.55498  0.46598  0.49430
S  -0.09554  1.20733  1.43214
C  -0.30131  2.85679  0.68278
H  -1.12772  0.22669  -0.84866
H  -0.67448  -0.46553  -2.42937
H  -0.14654  -2.55642  -1.52106
H  -1.69698  -2.12557  -0.85427
H  -0.24509  -1.93370  0.20045
H  1.10032  0.96648  -1.83206
H  1.68825  -0.63173  -1.56871
H  0.02358  3.56549  1.38967
H  -1.35696  3.06590  0.59097
H  0.22973  2.90035  -0.25733
H  0.60729  -1.07536  2.32002
H  -0.08266  -2.20279  3.10602
O  0.61362  -2.03538  2.45933

---

--- x ---
Computed, not measured: a cluster of 2 separate species, C4H12OS2 in total, with the ωB97M-V functional and the def2-TZVPD basis.

Output
E_HOMO ... -8.272 eV
Frontier orbital gap ... 9.1 eV
LUMO ... 0.84 eV

CARTESIAN COORDINATES (ANGSTROEM)
C  -1.62081  -3.21863  0.66621
C  -1.39420  -2.91316  -0.83446
S  0.26399  -2.31003  -1.19996
S  0.24897  -0.42172  -0.39349
C  0.42741  0.62583  -1.88198
C  1.24811  1.88238  -1.59008
H  -2.59499  -2.89313  1.00779
H  -0.80613  -2.77253  1.23873
H  -1.46707  -4.29499  0.81780
H  -2.17767  -2.26477  -1.23829
H  -1.44964  -3.83002  -1.40823
H  0.80507  0.09912  -2.74575
H  -0.60068  0.94438  -2.07261
H  0.99315  2.60979  -2.36107
H  2.31397  1.67190  -1.60711
H  0.93563  2.35593  -0.65522
H  1.73815  4.33115  5.27832
H  1.70045  5.66049  4.52671
O  1.43629  4.73800  4.45268

---

--- y ---
Computed, not measured: a cluster of 2 separate species, C4H12OS2 in total, with the ωB97M-V functional and the def2-TZVPD basis.

Output
E_HOMO ... -7.817 eV
Frontier orbital gap ... 8.3 eV
LUMO ... 0.53 eV

CARTESIAN COORDINATES (ANGSTROEM)
C  0.78868  -2.79202  -0.43877
C  0.55585  -1.26331  -0.32070
S  1.66626  -0.49852  -1.54328
S  2.08523  1.40986  -0.95854
C  0.52384  2.02687  -0.09712
C  0.70899  1.74690  1.38713
H  0.91231  -3.24381  0.53922
H  -0.13822  -3.17497  -0.88258
H  1.64080  -3.14277  -1.00600
H  -0.48205  -1.01708  -0.47354
H  0.85299  -1.01195  0.69447
H  -0.13342  1.24331  -0.44807
H  0.44309  3.06950  -0.35628
H  -0.26367  1.66062  1.87419
H  1.27406  0.85895  1.66483
H  1.15859  2.57211  1.94419
H  -3.97931  -0.21102  -0.84767
H  -3.62746  1.28686  -0.55179
O  -3.98656  0.48048  -0.17968

---

The computed energies, referenced to the most stable structure and given in kJ/mol, are w 0.0; x 16.1; y 82.2.